DFT (ωB97M-V/def2-TZVPD) results for a 5-piece molecular cluster, C25H42BINO15 overall in a non-equilibrium geometry.

```
85
Properties=species:S:1:pos:R:3:mulliken_charge:R:1
O 3.9080 -3.1758 2.7248 -0.4718
C 3.5462 -4.2004 2.2001 0.4680
O 4.0200 -5.4181 2.5638 -0.4896
C 2.5094 -4.2882 1.1016 -0.7609
C 2.0063 -2.8984 0.6408 -0.6646
N 0.6295 -2.7048 1.1615 0.6354
C -0.3553 -3.1807 0.3932 0.0507
C -1.6239 -3.0822 0.8118 -0.2901
I -3.2208 -3.8314 -0.3405 0.2198
C -1.8909 -2.4848 2.0337 0.1180
C -3.3043 -2.3706 2.5781 0.1241
O -3.8997 -1.3262 2.6085 -0.4794
O -3.8470 -3.5187 3.0239 -0.4213
C -0.8813 -1.9709 2.7766 -0.5576
C 0.3973 -2.0930 2.3104 -0.0390
O 1.3863 -1.5637 3.0500 -0.3527
B 1.5140 -0.1989 2.6184 0.4560
O 1.6115 0.1026 1.2557 -0.0459
O 1.5066 0.8083 3.4949 -0.6291
H 4.1369 -5.3760 3.5213 0.3894
H 1.6754 -4.8399 1.5328 0.2727
H 2.8955 -4.8531 0.2583 0.4910
H 1.9768 -2.9138 -0.4445 0.4872
H 2.6671 -2.1038 0.9394 0.3760
H -0.1451 -3.6432 -0.5557 0.4662
H -3.3558 -4.2772 2.6837 0.4433
H -1.0421 -1.4925 3.7275 0.7826
H 2.5583 0.0257 1.0802 0.1789
H 1.8942 0.5081 4.3364 0.2283
O -0.2641 4.3028 -2.3148 -0.5441
C -0.4758 4.2047 -1.1396 0.8568
O 0.3472 3.4404 -0.3939 -0.3578
C 0.3121 3.3801 1.0355 -0.4816
C -0.6987 2.3589 1.5015 -0.5742
C -1.6865 4.8359 -0.4945 -1.1374
H 0.1463 4.3654 1.4721 0.4041
H 1.3100 3.0708 1.3418 0.3004
H -1.7126 2.6259 1.2011 0.4501
H -0.6782 2.2636 2.5877 0.2959
H -0.4722 1.3887 1.0592 -0.1413
H -2.5376 4.1652 -0.6069 0.2630
H -1.8990 5.7675 -1.0127 0.3487
H -1.5522 5.0806 0.5567 0.3495
O 2.9772 0.3635 6.2396 -0.6158
C 3.0593 -0.6965 6.8033 0.9141
O 2.7104 -1.8084 6.1374 -0.2891
C 2.9485 -3.1307 6.6282 -0.1149
C 1.8346 -3.6003 7.5406 -1.0304
C 3.4567 -0.7882 8.2531 -1.2294
H 3.9287 -3.1977 7.1005 0.4018
H 2.9880 -3.7630 5.7418 -0.0134
H 1.7571 -2.9789 8.4323 0.3013
H 2.0059 -4.6303 7.8532 0.3948
H 0.8750 -3.5447 7.0254 0.2782
H 2.5733 -0.6350 8.8716 0.2923
H 4.1746 0.0016 8.4595 0.3515
H 3.9323 -1.7278 8.5227 0.3766
O 1.1806 -1.7573 -2.1870 -0.6482
C 0.8031 -0.6519 -2.5210 0.8063
O -0.4005 -0.5197 -3.0580 -0.4152
C -1.0197 0.7614 -3.3224 -0.0817
C -0.6093 1.3181 -4.6652 -0.7514
C 1.7057 0.5516 -2.4210 -0.6628
H -0.8256 1.4596 -2.5071 -0.1176
H -2.0913 0.5684 -3.3189 0.4105
H 0.4639 1.5086 -4.7085 0.2413
H -1.1310 2.2510 -4.8720 0.2511
H -0.8418 0.6046 -5.4572 0.3558
H 2.3296 0.5988 -3.3124 0.3346
H 2.3433 0.4294 -1.5481 0.1045
H 1.1760 1.4934 -2.2964 0.1923
O -1.7461 3.7723 -6.2084 -0.5659
C -2.6220 3.6992 -7.0257 0.8612
O -3.0580 2.4852 -7.4087 -0.3652
C -4.2167 2.2836 -8.2244 -0.4339
C -3.8871 2.3826 -9.6992 -0.9639
C -3.1797 4.9310 -7.6968 -1.1746
H -5.0197 2.9615 -7.9320 0.3688
H -4.5616 1.2767 -7.9948 0.3165
H -3.5239 3.3757 -9.9638 0.2727
H -4.7690 2.1663 -10.3024 0.3596
H -3.1016 1.6727 -9.9581 0.3043
H -2.5429 5.1923 -8.5407 0.2903
H -3.1651 5.7453 -6.9766 0.3262
H -4.2076 4.8247 -8.0355 0.3487
```

As for the LUMO energy: -3.913 eV. The charge is +1. The calculation puts the largest force on an atom at 2.09 eV/A. As for the HOMO-LUMO gap: 7.7 eV.

***

DFT (ωB97M-V/def2-TZVPD) results for C25H42Cl3N4O3PdSi as an isolated structure in a non-equilibrium geometry.

```
79
Properties=species:S:1:pos:R:3:lowdin_spin:R:1
C -1.9044 -2.0349 -3.4669 -0.0012
C -1.2657 -2.7909 -2.3377 -0.0021
H -1.5279 -2.3552 -4.4435 0.0000
H -1.6493 -0.9767 -3.3238 0.0000
H -3.0037 -2.1332 -3.4615 -0.0004
C -0.7950 -4.0607 -2.4338 0.0122
C -0.7848 -4.8109 -3.7101 0.0022
H -0.3568 -4.5486 -1.5684 0.0006
H -0.6081 -4.1568 -4.5681 0.0002
H -1.7331 -5.3346 -3.8705 0.0007
H 0.0143 -5.5611 -3.6972 0.0002
Pd 0.0126 0.9450 0.5957 1.4057
Cl -2.3841 1.0121 0.4466 0.1711
Cl 1.1273 4.0843 -0.7893 -0.0011
H 0.9061 5.1652 3.9986 0.0001
H -1.5578 6.1208 3.0021 -0.0001
C 1.0772 4.8728 2.9614 0.0016
C -1.0849 5.7930 2.0688 0.0009
N -0.2047 4.6504 2.3032 0.0030
H 1.6276 3.9304 2.9175 0.0006
C -0.4805 3.4198 1.9128 0.0050
O 0.3818 2.5028 2.0525 0.0826
H -1.8639 5.4988 1.3582 0.0001
H -1.4691 3.2138 1.4558 -0.0001
H 1.6194 5.6600 2.4390 0.0000
H -0.5100 6.6284 1.6575 0.0003
H 1.9568 -0.4148 -3.0529 0.0007
H 2.4824 -3.1079 -1.8683 0.0004
C 2.9101 -0.2529 -2.5368 0.0011
C 3.3629 -2.4981 -1.6047 0.0009
N 3.0058 -1.1087 -1.3666 0.0107
H 3.0179 0.7977 -2.2462 0.0002
C 2.6819 -0.7073 -0.1264 0.0111
O 2.2112 0.4182 0.1798 0.0242
H 3.8260 -2.9113 -0.6971 0.0001
H 2.9209 -1.4800 0.6271 0.0001
H 3.7258 -0.5476 -3.2103 0.0001
H 4.0772 -2.5427 -2.4373 0.0000
O 0.0013 -1.3274 -1.6603 0.0936
C -1.0496 -1.9343 -1.0844 -0.0013
C 0.1963 -3.4746 0.5679 0.0001
C -0.9026 -2.6782 0.2591 -0.0001
H 1.0247 -3.5140 -0.1481 -0.0001
C 0.2027 -4.2681 1.7166 0.0000
H -1.9495 -1.3001 -0.9849 -0.0011
C -1.9886 -2.6595 1.1471 0.0008
H 1.0622 -4.8949 1.9248 0.0000
C -0.8710 -4.2380 2.5949 0.0007
C -1.9753 -3.4225 2.3133 0.0000
H -2.8528 -2.0253 0.9057 0.0003
H -0.8703 -4.8429 3.5054 0.0000
H -2.8494 -3.4050 2.9809 0.0000
Si -0.0128 3.1905 -2.3980 0.0037
Cl -0.0181 1.1411 -1.6950 0.0709
C 1.5799 3.5355 -3.4646 0.0005
C -1.6000 3.9742 -1.6237 -0.0003
C -0.9731 3.1398 -4.0910 0.0019
H 2.4450 2.9765 -3.1203 0.0001
H 1.8255 4.6023 -3.3758 0.0000
H 1.4471 3.3297 -4.5294 0.0000
H -0.4296 2.5900 -4.8742 0.0000
H -1.0826 4.1696 -4.4161 0.0002
H -1.9754 2.6994 -4.0004 0.0000
H -1.9607 3.4008 -0.7628 -0.0001
H -2.4306 4.0084 -2.3432 0.0000
H -1.4096 5.0085 -1.3130 0.0000
N -0.2318 -2.0193 6.0486 -0.0019
C -0.1990 -1.4007 4.8493 -0.0027
C 0.8922 -1.5972 3.9770 0.0041
C 0.8963 -0.9345 2.7601 0.0076
N -0.1087 -0.1263 2.4123 0.0818
C -1.1884 0.0177 3.1905 0.0036
C -1.2652 -0.5770 4.4286 0.0032
H 0.5470 -2.5604 6.3801 0.0000
H -0.9751 -1.8299 6.7031 0.0000
H 1.7217 -2.2530 4.2251 0.0007
H 1.7066 -1.0682 2.0402 0.0014
H -1.9920 0.6120 2.7600 0.0001
H -2.1484 -0.4232 5.0354 0.0006
```

As for the multiplicity: 3. As for the LUMO energy (alpha / beta): 2.307 / 2.073 eV. The charge is -1. The calculation puts the largest force on an atom at 3.25 eV/A. As for the HOMO-LUMO gap (alpha / beta): 5.8 / 5.2 eV. The expectation value of S² is 2.008.

***

DFT (ωB97M-V/def2-TZVPD) results for C25H42Cl3N4O3SiSn as an isolated structure in a non-equilibrium geometry.

```
79
Properties=species:S:1:pos:R:3:mulliken_charge:R:1
C -1.2935 3.6158 -1.9827 -1.6848
C -0.4900 3.8421 -0.7264 0.3587
H -1.4890 4.5631 -2.5112 0.4491
H -2.2650 3.1677 -1.7207 0.1249
H -0.7804 2.9266 -2.6667 0.2955
C -0.6768 4.9282 0.0244 0.1703
C -1.8134 5.8729 -0.1546 -1.6818
H -0.0067 5.1456 0.8615 0.5460
H -2.7468 5.3318 -0.3563 0.3150
H -1.6519 6.5768 -0.9764 0.3235
H -1.9672 6.4565 0.7559 0.3911
Sn 0.0034 -1.4112 -0.3609 0.6359
Cl 1.4138 -0.7994 -2.3454 -0.5610
Cl -1.7809 -3.0896 -0.8241 -0.6591
H 1.2013 -6.3910 0.4699 0.3471
H 1.7125 -6.6431 -2.4327 0.3031
C 0.3864 -5.7761 0.0637 -0.9114
C 0.8203 -5.9994 -2.4096 -0.9367
N 0.8056 -5.1779 -1.2031 0.3992
H 0.1542 -4.9675 0.7621 0.1858
C 1.2697 -3.9398 -1.2088 -0.1395
O 1.2557 -3.2446 -0.1327 -0.6694
H 0.8464 -5.3267 -3.2768 0.3134
H 1.6321 -3.4994 -2.1539 0.5874
H -0.4954 -6.4022 -0.1031 0.3198
H -0.0760 -6.6292 -2.4442 0.2991
H -2.8039 1.5625 0.8339 0.1115
H -1.5086 2.4819 3.4427 0.1324
C -3.2009 0.8738 1.5905 -0.9879
C -2.1344 1.6126 3.7113 -0.7608
N -2.2053 0.6461 2.6302 0.4484
H -3.4735 -0.0695 1.1116 0.2886
C -1.3810 -0.4036 2.5786 -0.0946
O -1.2958 -1.1657 1.5809 -0.5156
H -1.7082 1.1391 4.6044 0.3207
H -0.7769 -0.5839 3.4885 0.3468
H -4.0776 1.3306 2.0666 0.4282
H -3.1480 1.9777 3.9221 0.3441
O -0.5641 1.7464 0.2535 0.0847
C 0.3160 2.6204 -0.2478 -0.0751
C 1.1660 3.3863 2.0015 0.3837
C 1.4566 2.8855 0.7322 0.1607
H 0.1210 3.6163 2.2184 0.4023
C 2.1838 3.5513 2.9532 -1.2910
H 0.7592 2.2036 -1.1755 0.1178
C 2.7718 2.5433 0.3991 -0.2907
H 1.9220 3.9346 3.9406 0.3519
C 3.5015 3.2289 2.6152 -0.6052
C 3.7916 2.7142 1.3391 -0.5597
H 2.9591 2.1515 -0.6016 0.3642
H 4.3093 3.3835 3.3358 0.3605
H 4.8230 2.4562 1.0539 0.3841
Si -2.4374 -1.3713 -3.0044 0.5410
Cl -1.7788 0.0623 -1.4215 -0.0653
C -4.1330 -2.0230 -2.5565 -1.0603
C -1.1865 -2.5301 -3.7988 -0.8620
C -2.7953 -0.1650 -4.4099 -1.2781
H -4.5404 -1.5539 -1.6516 0.2590
H -4.1272 -3.1113 -2.4351 0.3096
H -4.7958 -1.7653 -3.4031 0.3309
H -3.6569 0.4748 -4.1729 0.2687
H -3.0388 -0.7627 -5.3004 0.3778
H -1.9391 0.4798 -4.6468 0.2772
H -0.1402 -2.2482 -3.6013 0.1970
H -1.3479 -2.4271 -4.8870 0.4368
H -1.3366 -3.5821 -3.5267 0.2562
N 1.3788 0.2516 2.7106 0.3940
C 2.3907 -0.5210 2.2160 0.2198
C 3.4242 -0.9961 3.0558 -0.9107
C 4.4773 -1.6949 2.4812 -0.4061
C 4.4690 -1.8805 1.0923 -0.9920
C 3.3899 -1.4173 0.3580 -0.3931
N 2.3219 -0.8386 0.9182 0.8967
H 0.8339 0.7747 2.0200 -0.7510
H 1.5628 0.7436 3.5764 0.3394
H 3.3610 -0.7752 4.1210 0.3860
H 5.2845 -2.1020 3.0885 0.3918
H 5.2426 -2.4384 0.5721 0.3999
H 3.3462 -1.5370 -0.7204 0.4652
```

As for the LUMO energy: 2.558 eV. The charge is -1. The calculation puts the largest force on an atom at 3.60 eV/A. As for the HOMO-LUMO gap: 5.5 eV.

***

Q: Among the records above, which one has the highest charge?
A: C25H42BINO15